(1)
This record from the OMol25 dataset describes 7 unconnected molecules or ions with the total composition C29H58ClFNO14PSi at a distorted geometry. The level of theory is ωB97M-V/def2-TZVPD.

Calculated values
- SMILES = CCP(C)[Si@@H](Cl)C(=O)NC(=O)F.CCOC(C)=O.CCOC(C)=O.CCOC(C)=O.CCOC(C)=O.CCOC(C)=O.CCOC(C)=O
- LUMO energy (eV) = -0.13
- HOMO level (eV) = -8.07
- gap between HOMO and LUMO (eV) = 7.9
- M (g mol⁻¹) = 758.3

Geometry as ORCA input:
```
! RIJCOSX wB97M-V def2-TZVPD def2/J DEFGRID3
* xyz 0 1
C -0.391 -1.051 -1.389
C -1.622 -0.891 -0.323
P -1.105 -1.412 1.419
C 0.205 -2.812 1.223
Si -0.037 0.162 2.507
Cl 1.913 0.552 1.692
C -1.073 1.787 2.766
O -2.105 2.032 2.104
N -0.554 2.698 3.854
C -0.371 4.062 3.364
O -1.200 4.748 2.756
F 0.893 4.690 3.664
H -0.059 -2.140 -1.488
H -0.741 -0.588 -2.382
H 0.509 -0.461 -0.996
H -2.429 -1.630 -0.704
H -2.080 0.148 -0.407
H -0.214 -3.507 0.417
H 1.178 -2.321 0.834
H 0.357 -3.321 2.235
H 0.200 -0.356 3.877
H 0.412 2.374 4.082
C 2.034 1.277 -5.182
C 2.685 1.949 -3.990
O 2.924 1.006 -2.935
C 4.016 0.228 -2.845
C 4.916 0.095 -4.043
O 4.225 -0.416 -1.840
H 2.679 0.511 -5.613
H 1.802 2.009 -5.958
H 1.109 0.779 -4.880
H 3.602 2.481 -4.258
H 2.002 2.698 -3.583
H 4.603 -0.766 -4.635
H 5.937 -0.062 -3.691
H 4.943 0.983 -4.671
C 0.902 1.908 -11.253
C 1.557 2.576 -10.060
O 1.797 1.630 -9.008
C 2.889 0.850 -8.922
C 3.788 0.720 -10.121
O 3.098 0.203 -7.920
H 1.547 1.142 -11.688
H 0.669 2.644 -12.026
H -0.022 1.411 -10.951
H 2.473 3.108 -10.327
H 0.875 3.324 -9.649
H 3.474 -0.140 -10.715
H 4.809 0.561 -9.770
H 3.815 1.610 -10.746
C -2.100 -8.785 1.944
C -1.006 -7.739 2.023
O -1.441 -6.495 1.459
C -2.123 -5.550 2.135
C -2.732 -5.902 3.464
O -2.305 -4.459 1.639
H -2.979 -8.491 2.522
H -1.743 -9.745 2.322
H -2.429 -8.914 0.910
H -0.632 -7.600 3.041
H -0.154 -8.066 1.423
H -3.758 -6.239 3.312
H -2.737 -5.009 4.088
H -2.175 -6.655 4.016
C 6.155 1.488 1.589
C 6.578 1.099 2.992
O 7.532 2.032 3.520
C 7.207 3.177 4.147
C 5.794 3.684 4.050
O 8.058 3.825 4.712
H 5.656 2.458 1.575
H 5.475 0.742 1.172
H 7.028 1.571 0.938
H 5.728 0.980 3.668
H 7.083 0.131 2.958
H 5.713 4.367 3.202
H 5.557 4.223 4.969
H 5.050 2.895 3.959
C -2.749 7.812 1.309
C -4.005 7.369 0.586
O -4.103 7.990 -0.704
C -3.527 7.513 -1.821
C -2.479 6.441 -1.698
O -3.794 7.995 -2.900
H -1.848 7.512 0.769
H -2.710 7.381 2.311
H -2.721 8.901 1.392
H -4.081 6.282 0.506
H -4.879 7.699 1.152
H -1.493 6.906 -1.636
H -2.524 5.811 -2.589
H -2.627 5.778 -0.848
C -6.873 -3.805 8.027
C -6.803 -4.083 6.538
O -5.491 -4.525 6.158
C -5.072 -5.801 6.217
C -5.889 -6.800 6.989
O -4.014 -6.118 5.720
H -6.685 -4.707 8.613
H -7.855 -3.414 8.299
H -6.112 -3.076 8.314
H -7.567 -4.790 6.207
H -6.983 -3.155 5.992
H -5.522 -6.850 8.016
H -5.771 -7.779 6.518
H -6.956 -6.589 6.990
*
```

(2)
This record from the OMol25 dataset describes 2 unconnected molecules or ions with the total composition Cl3P at a distorted geometry. The level of theory is ωB97M-V/def2-TZVPD.

Calculated values
- energy relative to the best compared isomer or geometry (same formula, charge and spin) (eV) = 3.256
- LUMO energy (spin up / spin down) (eV) = -2.51 / -3.43
- HOMO level (spin up / spin down) (eV) = -9.77 / -8.46
- gap between HOMO and LUMO (spin up / spin down) (eV) = 7.3 / 5.0
- M (g mol⁻¹) = 137.3

Geometry as ORCA input:
```
! RIJCOSX wB97M-V def2-TZVPD def2/J DEFGRID3
* xyz 0 1
P 0.989 -0.329 -0.608
Cl -0.380 -1.559 -0.730
Cl -1.670 1.695 0.087
Cl 1.061 0.193 1.250
*
```

(3)
This record from the OMol25 dataset describes 2 unconnected molecules or ions with the total composition C4H8OS at a distorted geometry. The level of theory is ωB97M-V/def2-TZVPD.

Calculated values
- energy relative to the best compared isomer or geometry (same formula, charge and spin) (eV) = 4.733
- LUMO energy (eV) = 0.36
- HOMO level (eV) = -8.74
- gap between HOMO and LUMO (eV) = 9.1
- M (g mol⁻¹) = 104.2

Geometry as ORCA input:
```
! RIJCOSX wB97M-V def2-TZVPD def2/J DEFGRID3
* xyz 0 1
C -0.684 -1.263 -0.563
C 0.324 -0.169 -0.465
C -0.167 -2.720 -0.328
C 0.921 2.850 0.710
O -0.097 -0.455 -1.624
S -0.924 2.473 0.817
H -1.736 -0.958 -0.263
H -0.861 1.150 0.455
H 0.803 -3.010 -0.741
H -0.763 -3.475 -0.892
H -0.194 -2.886 0.866
H 1.090 3.548 1.521
H 0.966 3.161 -0.346
H 1.320 1.754 0.854
*
```

(4)
This record from the OMol25 dataset describes a single C21H19F3N4O2S molecule at a distorted geometry. The level of theory is ωB97M-V/def2-TZVPD.

Calculated values
- energy relative to the best compared isomer or geometry (same formula, charge and spin) (eV) = 7.973
- SMILES = COc1cc(F)ccc1-c1nc(Nc2cc(F)cc(C[S@](=N)(=O)C3CC3)c2)ncc1F
- LUMO energy (eV) = 0.26
- HOMO level (eV) = -8.29
- gap between HOMO and LUMO (eV) = 8.6
- M (g mol⁻¹) = 448.5

Geometry as ORCA input:
```
! RIJCOSX wB97M-V def2-TZVPD def2/J DEFGRID3
* xyz 0 1
C 2.139 -4.115 6.189
O 1.475 -4.024 4.869
C 2.218 -4.127 3.783
C 3.085 -5.190 3.528
C 3.874 -5.237 2.410
F 4.660 -6.200 2.028
C 3.747 -4.159 1.491
C 2.914 -3.131 1.685
C 2.090 -3.138 2.842
C 1.047 -2.121 2.895
N 0.412 -1.949 1.723
C -0.353 -0.952 1.573
N -0.880 -0.724 0.300
C -1.527 0.481 -0.038
C -2.603 1.127 0.597
C -3.083 2.308 0.159
F -4.004 2.971 0.861
C -2.520 2.942 -1.005
C -1.527 2.219 -1.764
C -0.865 2.660 -2.981
S -2.106 3.160 -4.200
N -2.649 4.774 -3.884
O -3.244 2.221 -4.230
C -1.231 3.142 -5.686
C -0.576 4.485 -6.139
C -1.885 4.046 -6.795
C -1.042 1.003 -1.223
N -0.679 -0.118 2.580
C -0.067 -0.147 3.771
C 0.980 -1.209 3.954
F 1.676 -1.219 5.138
H 3.192 -4.083 6.027
H 1.812 -3.228 6.633
H 1.875 -4.942 6.938
H 3.130 -6.112 4.195
H 4.253 -4.310 0.495
H 2.888 -2.398 1.004
H -0.526 -1.269 -0.440
H -3.014 0.859 1.470
H -2.862 3.873 -1.370
H -0.460 3.759 -2.597
H 0.053 2.200 -3.340
H -3.621 4.759 -3.856
H -0.707 2.199 -5.873
H 0.331 4.504 -6.795
H -0.680 5.229 -5.270
H -2.894 4.470 -6.643
H -1.674 3.651 -7.782
H -0.316 0.472 -1.803
H -0.255 0.587 4.576
*
```

(5)
This record from the OMol25 dataset describes a molecular structure, C4H9N3O at a distorted geometry. The level of theory is ωB97M-V/def2-TZVPD.

Calculated values
- energy relative to the best compared isomer or geometry (same formula, charge and spin) (eV) = 4.715
- LUMO energy (eV) = 0.71
- HOMO level (eV) = -7.50
- gap between HOMO and LUMO (eV) = 8.2
- M (g mol⁻¹) = 115.1

Geometry as ORCA input:
```
! RIJCOSX wB97M-V def2-TZVPD def2/J DEFGRID3
* xyz 0 1
C 0.420 1.529 -0.248
C 0.393 -0.815 0.439
C -0.327 0.044 -0.447
N 1.655 1.633 -0.933
N -1.680 -2.113 0.485
C -0.812 -1.174 1.042
O 1.605 -0.600 1.038
N -1.072 -0.208 -1.464
H 1.569 -0.926 1.948
H -0.970 0.466 -2.221
H 1.735 2.446 -1.533
H 2.374 1.047 -0.538
H -2.660 -1.983 0.696
H -1.539 -2.163 -0.525
H -0.320 2.195 -0.693
H 0.511 1.722 0.826
H -0.884 -1.100 2.128
*
```

(6)
This record from the OMol25 dataset describes a single C6H12O molecule. The level of theory is ωB97M-V/def2-TZVPD.

Calculated values
- energy relative to the best compared isomer or geometry (same formula, charge and spin) (eV) = 1.897
- SMILES = CCOCC1CC1
- LUMO energy (eV) = 1.20
- HOMO level (eV) = -9.49
- gap between HOMO and LUMO (eV) = 10.7
- M (g mol⁻¹) = 100.2

Geometry as ORCA input:
```
! RIJCOSX wB97M-V def2-TZVPD def2/J DEFGRID3
* xyz 0 1
C 2.867 0.699 0.207
C 2.068 -0.570 -0.103
O 0.775 -0.049 -0.336
C -0.404 -0.745 -0.683
C -1.447 -0.434 0.367
C -2.863 -0.101 -0.013
C -1.932 0.984 0.447
H 3.909 0.656 -0.121
H 2.361 1.492 -0.349
H 2.834 0.970 1.267
H 2.100 -1.292 0.730
H 2.496 -1.074 -0.984
H -0.743 -0.326 -1.644
H -0.284 -1.829 -0.828
H -1.307 -0.949 1.315
H -3.140 -0.123 -1.064
H -3.654 -0.416 0.662
H -1.552 1.678 -0.298
H -2.084 1.427 1.427
*
```

(7)
This record from the OMol25 dataset describes 2 unconnected molecules or ions with the total composition C2H8NS at a distorted geometry. The level of theory is ωB97M-V/def2-TZVPD.

Calculated values
- energy relative to the best compared isomer or geometry (same formula, charge and spin) (eV) = 1.381
- LUMO energy (eV) = 4.35
- HOMO level (eV) = -2.25
- gap between HOMO and LUMO (eV) = 6.6
- M (g mol⁻¹) = 78.2

Geometry as ORCA input:
```
! RIJCOSX wB97M-V def2-TZVPD def2/J DEFGRID3
* xyz -1 1
N 2.314 0.301 1.813
H 2.568 1.306 1.750
H 1.525 0.093 1.047
H 1.504 0.375 2.505
C -0.761 -0.697 -1.491
C -1.289 0.306 -0.463
S -1.316 -0.731 1.081
H -1.305 -0.374 -2.387
H -1.109 -1.709 -1.296
H 0.285 -0.784 -1.657
H -2.122 1.025 -0.637
H -0.295 0.889 -0.266
*
```

(8)
This record from the OMol25 dataset describes a molecular structure, C30H33GeN3OPt. The level of theory is ωB97M-V/def2-TZVPD.

Calculated values
- energy relative to the best compared isomer or geometry (same formula, charge and spin) (eV) = 0.812
- LUMO energy (eV) = -0.06
- HOMO level (eV) = -6.61
- gap between HOMO and LUMO (eV) = 6.6
- M (g mol⁻¹) = 719.3

Geometry as ORCA input:
```
! RIJCOSX wB97M-V def2-TZVPD def2/J DEFGRID3
* xyz 0 1
Pt -0.570 0.393 -0.373
O 0.468 -1.572 1.977
C 1.793 -1.061 1.920
C 2.649 -2.086 1.198
C 2.273 -2.180 -0.285
C 2.795 -1.029 -1.106
C 4.166 -0.870 -1.317
C 4.617 0.181 -2.093
C 3.688 1.055 -2.640
C 2.350 0.833 -2.366
N 1.908 -0.176 -1.620
H -0.146 -0.833 2.085
H 2.177 -0.879 2.931
H 1.811 -0.114 1.368
H 2.504 -3.056 1.679
H 3.706 -1.826 1.310
H 1.186 -2.206 -0.371
H 2.661 -3.110 -0.710
H 4.862 -1.577 -0.881
H 5.676 0.318 -2.271
H 3.991 1.892 -3.254
H 1.584 1.504 -2.745
C -0.280 2.023 0.408
Ge -2.017 2.736 0.956
C -2.586 1.574 2.431
C -3.760 0.826 2.424
C -4.068 -0.037 3.468
C -3.202 -0.171 4.543
C -2.021 0.558 4.563
C -1.720 1.417 3.515
C -2.027 4.610 1.573
C -1.214 5.007 2.636
C -1.205 6.320 3.084
C -2.012 7.267 2.470
C -2.821 6.894 1.408
C -2.827 5.577 0.965
C -3.315 2.674 -0.516
C -2.907 2.590 -1.848
C -3.834 2.573 -2.882
C -5.193 2.638 -2.602
C -5.617 2.740 -1.285
C -4.683 2.766 -0.255
H 0.614 2.656 0.408
H -4.437 0.887 1.580
H -4.985 -0.613 3.438
H -3.439 -0.846 5.355
H -1.330 0.451 5.390
H -0.778 1.956 3.540
H -0.573 4.284 3.129
H -0.568 6.604 3.913
H -2.007 8.293 2.816
H -3.451 7.628 0.921
H -3.463 5.304 0.131
H -1.851 2.511 -2.077
H -3.494 2.510 -3.909
H -5.917 2.627 -3.408
H -6.673 2.815 -1.058
H -5.033 2.884 0.765
C -4.894 -1.324 -2.127
N -3.644 -2.039 -2.381
C -3.709 -3.405 -2.881
C -2.545 -1.577 -1.838
N -1.602 -1.153 -1.322
H -5.474 -1.279 -3.049
H -4.672 -0.309 -1.802
H -5.480 -1.831 -1.356
H -4.221 -3.416 -3.843
H -4.249 -4.046 -2.181
H -2.702 -3.791 -3.012
*
```